1.
The following is a DFT calculation (ωB97M-V/def2-TZVPD) of a structure of composition C22H26Cl48F3NO4PS.

Output
Electronic energy in eV: -662259.45967
Kohn-Sham gap in eV: 6.5
Net charge: -1
LUMO level in eV: 1.32
Molecular weight in g mol⁻¹: 2190.2

Each line ends with the Mulliken charge.
Atoms and positions in Å:
1 C -0.68 3.86 -3.03  -0.835
2 C -2.16 3.53 -2.90  -0.151
3 P -2.58 1.93 -1.95  1.104
4 S -1.54 0.78 -3.46  -0.273
5 C -2.78 0.33 -0.91  -0.616
6 O -2.91 0.58 0.55  -0.306
7 C -1.59 0.62 1.21  0.595
8 C -1.11 2.00 2.03  -0.176
9 O -0.71 -0.41 1.27  -0.588
10 O -3.40 2.77 -0.63  -0.151
11 N -3.76 4.01 -0.96  -0.141
12 O -4.95 4.23 -0.80  -0.373
13 C -4.19 1.58 -2.90  0.231
14 F -3.95 0.29 -3.66  -0.271
15 F -4.59 2.56 -3.92  -0.281
16 F -5.39 1.39 -2.00  -0.262
17 H 0.16 3.06 -2.91  0.079
18 H -0.36 4.97 -3.23  0.302
19 H -2.87 4.31 -3.39  0.330
20 H -1.34 2.15 -1.20  -0.042
21 H -0.33 0.40 -2.80  0.112
22 H -1.81 -0.33 -1.10  0.308
23 H -3.69 -0.34 -1.20  0.224
24 H -1.21 2.93 1.33  0.138
25 H 0.03 1.86 2.37  -0.165
26 H -1.71 2.12 3.05  0.267
27 C 2.94 -0.22 1.61  -0.013
28 Cl 2.60 1.13 2.71  0.025
29 Cl 2.72 0.28 -0.07  -0.101
30 Cl 4.58 -0.84 1.87  -0.158
31 H 2.23 -1.03 1.83  0.229
32 C 5.86 -3.91 -0.72  -0.066
33 Cl 4.70 -2.58 -0.79  -0.008
34 Cl 5.60 -5.04 -2.07  -0.132
35 Cl 7.52 -3.30 -0.74  -0.127
36 H 5.71 -4.46 0.22  0.332
37 C 0.66 -0.16 6.41  0.002
38 Cl 1.16 1.48 6.84  -0.021
39 Cl 0.17 -0.24 4.71  0.019
40 Cl 1.97 -1.31 6.73  -0.169
41 H -0.20 -0.43 7.03  0.188
42 C 3.90 -3.07 -5.27  0.306
43 Cl 3.43 -1.44 -4.75  -0.076
44 Cl 2.47 -4.10 -5.45  -0.136
45 Cl 4.82 -3.00 -6.78  -0.038
46 H 4.54 -3.51 -4.50  -0.046
47 C 5.82 -2.96 -10.72  0.099
48 Cl 6.29 -4.32 -11.76  -0.153
49 Cl 4.06 -2.88 -10.55  -0.110
50 Cl 6.59 -3.11 -9.12  -0.130
51 H 6.17 -2.04 -11.18  0.269
52 C -2.26 7.04 0.91  0.036
53 Cl -3.42 8.38 0.84  -0.154
54 Cl -2.52 5.92 -0.44  0.066
55 Cl -0.60 7.66 0.89  -0.163
56 H -2.41 6.50 1.84  0.245
57 C -3.22 -2.79 4.96  -0.178
58 Cl -4.33 -1.82 3.98  -0.098
59 Cl -2.55 -1.82 6.28  -0.107
60 Cl -4.04 -4.23 5.59  0.017
61 H -2.39 -3.12 4.32  0.369
62 C -0.79 5.20 -7.18  -0.047
63 Cl -0.37 6.92 -7.36  -0.151
64 Cl 0.65 4.19 -7.33  -0.127
65 Cl -1.59 4.92 -5.62  -0.019
66 H -1.48 4.94 -7.98  0.301
67 C 8.35 -4.57 -14.99  0.556
68 Cl 10.03 -4.95 -14.61  -0.122
69 Cl 8.24 -3.06 -15.91  -0.125
70 Cl 7.59 -5.90 -15.89  -0.122
71 H 7.80 -4.44 -14.05  -0.172
72 C -8.15 3.47 -1.70  0.629
73 Cl -8.15 5.00 -0.81  -0.142
74 Cl -9.43 2.40 -1.11  -0.160
75 Cl -8.33 3.76 -3.44  -0.143
76 H -7.19 2.97 -1.54  -0.210
77 C 6.53 1.11 -3.62  -0.083
78 Cl 8.27 1.38 -3.40  -0.141
79 Cl 6.20 0.55 -5.27  -0.094
80 Cl 5.92 -0.05 -2.43  0.006
81 H 6.01 2.06 -3.47  0.320
82 C -3.40 -8.08 4.63  0.439
83 Cl -1.66 -7.81 4.85  -0.129
84 Cl -3.73 -8.64 2.98  -0.127
85 Cl -4.01 -9.24 5.82  -0.121
86 H -3.91 -7.12 4.78  -0.071
87 C 3.58 4.14 5.17  -0.098
88 Cl 2.35 4.37 3.91  -0.091
89 Cl 2.81 3.89 6.74  -0.109
90 Cl 4.64 2.78 4.76  -0.106
91 H 4.19 5.05 5.22  0.368
92 C 3.47 1.27 10.58  -0.036
93 Cl 2.30 2.61 10.52  -0.118
94 Cl 3.20 0.15 9.24  -0.040
95 Cl 5.13 1.89 10.56  -0.130
96 H 3.31 0.73 11.52  0.323
97 C -5.37 -0.58 8.22  0.762
98 Cl -6.48 0.39 7.24  -0.121
99 Cl -4.70 0.39 9.54  -0.138
100 Cl -6.19 -2.01 8.86  -0.123
101 H -4.54 -0.91 7.58  -0.367
102 C -6.11 -6.10 8.31  0.215
103 Cl -4.37 -5.83 8.53  -0.106
104 Cl -6.44 -6.66 6.66  -0.110
105 Cl -6.72 -7.26 9.50  -0.134
106 H -6.62 -5.15 8.46  0.131


2.
The following is a DFT calculation (ωB97M-V/def2-TZVPD) of a structure of composition C33H35BaN5O8SSe2.

Output
Electronic energy in eV: -200849.96435
Kohn-Sham gap in eV: 6.3
Net charge: -2
Energy above the lowest of the compared OMol25 structures with the same formula, charge and spin in eV: 1.6966
LUMO level in eV: 3.43
Molecular weight in g mol⁻¹: 957.0

Each line ends with the Mulliken charge.
Atoms and positions in Å:
1 Ba -3.39 0.00 -0.52  1.597
2 O -4.22 0.43 -7.00  -0.553
3 C -4.02 0.35 -5.65  1.130
4 C -3.15 -0.58 -5.09  -0.151
5 C -3.02 -0.60 -3.72  -0.392
6 N -3.70 0.25 -2.94  -0.404
7 C -4.55 1.13 -3.48  -0.002
8 C -4.74 1.22 -4.84  -0.472
9 C -5.28 2.03 -2.46  0.169
10 O -5.94 2.96 -2.90  -0.742
11 O -5.07 1.69 -1.24  -0.691
12 C -2.13 -1.61 -2.97  0.318
13 O -1.80 -2.61 -3.58  -0.727
14 O -1.87 -1.26 -1.76  -0.533
15 H -3.66 -0.23 -7.43  0.294
16 H -2.58 -1.29 -5.69  0.425
17 H -5.43 1.95 -5.24  0.541
18 N -2.93 2.62 0.54  -0.282
19 C -1.72 3.23 0.95  0.785
20 C -1.46 3.65 2.24  -0.300
21 C -0.19 4.10 2.58  -0.633
22 C 0.83 4.14 1.64  -0.683
23 C 0.55 3.75 0.33  -0.573
24 C -0.71 3.29 0.00  -0.828
25 S 2.52 4.52 2.10  1.310
26 O 2.40 5.49 3.17  -0.775
27 O 3.12 5.03 0.87  -0.718
28 O 3.05 3.22 2.51  -0.651
29 H -3.71 2.68 1.20  0.186
30 H -3.27 2.93 -0.36  0.236
31 H -2.25 3.60 2.99  0.264
32 H 0.03 4.42 3.59  0.454
33 H 1.35 3.80 -0.40  1.019
34 H -0.91 2.95 -1.02  0.381
35 C 3.54 -2.01 2.38  -0.902
36 C 2.47 -1.51 3.35  -0.784
37 C 1.94 -0.11 3.02  -0.290
38 C 0.81 -0.07 2.01  -0.673
39 N 1.23 -0.46 0.66  1.818
40 C 0.92 -1.62 0.02  -0.745
41 Se -0.05 -3.01 0.74  -0.196
42 N 1.51 -1.55 -1.21  1.208
43 C 1.35 -2.51 -2.29  -1.528
44 C 2.62 -3.32 -2.51  -0.709
45 C 2.86 -4.40 -1.45  0.130
46 C 1.87 -5.55 -1.54  -1.306
47 C 2.15 -0.32 -1.36  0.736
48 C 2.85 0.23 -2.41  -0.973
49 C 3.38 1.50 -2.22  -1.035
50 C 3.20 2.19 -1.03  -0.426
51 C 2.48 1.64 0.03  -0.573
52 C 1.97 0.37 -0.17  -0.291
53 H 3.95 -2.97 2.71  0.437
54 H 4.36 -1.29 2.31  0.308
55 H 3.14 -2.17 1.38  -0.114
56 H 2.88 -1.51 4.36  0.497
57 H 1.63 -2.22 3.35  0.189
58 H 2.77 0.52 2.67  0.397
59 H 1.56 0.35 3.93  0.520
60 H 0.40 0.94 1.95  -1.152
61 H 0.01 -0.75 2.29  0.704
62 H 1.09 -1.95 -3.19  0.458
63 H 0.49 -3.13 -2.05  0.492
64 H 3.47 -2.64 -2.55  0.375
65 H 2.55 -3.79 -3.50  0.411
66 H 2.80 -3.94 -0.46  -0.163
67 H 3.88 -4.78 -1.57  0.402
68 H 0.86 -5.22 -1.31  0.271
69 H 2.13 -6.34 -0.84  0.364
70 H 1.86 -5.98 -2.55  0.336
71 H 2.98 -0.30 -3.35  0.478
72 H 3.94 1.96 -3.03  0.384
73 H 3.62 3.18 -0.91  0.648
74 H 2.32 2.19 0.95  0.111
75 Se -4.37 -0.54 2.39  -0.511
76 C -2.86 -0.62 3.53  0.034
77 C -1.93 0.42 3.60  0.083
78 C -0.90 0.37 4.52  -0.428
79 N -0.68 -0.66 5.35  -0.685
80 C -1.56 -1.66 5.26  -0.415
81 C -2.65 -1.68 4.41  -0.431
82 H -2.01 1.27 2.94  0.015
83 H -0.20 1.20 4.59  0.831
84 H -1.38 -2.50 5.93  0.329
85 H -3.34 -2.51 4.43  0.364


Record-wise F_max values, in Eh/bohr: 0.1571; 0.0684